# 1
A molecular structure, C34H34GeIN3ORu, computed with ωB97M-V/def2-TZVPD.

Geometry as ORCA input:
```
! RIJCOSX wB97M-V def2-TZVPD def2/J DEFGRID3
* xyz -1 2
Ru 0.42457 0.74808 1.16907
O 3.09221 0.52270 1.85192
C 3.29373 0.54352 3.23350
C 2.03543 0.69930 4.07284
C 2.13626 0.58282 5.46257
C 1.01363 0.76434 6.23836
C -0.19147 1.05027 5.61259
C -0.20791 1.12961 4.23054
N 0.88177 0.96224 3.47673
H 2.53144 -0.27603 1.61566
H 3.94665 1.39452 3.45358
H 3.82061 -0.35158 3.58941
H 3.09568 0.34994 5.91029
H 1.06971 0.67751 7.31710
H -1.10413 1.19113 6.17549
H -1.12276 1.31451 3.67748
I 2.21359 7.03573 0.53247
C 1.22349 5.23188 0.59836
C -0.09690 5.00045 0.27380
N -0.29900 3.68901 0.45237
N 0.79023 3.06397 0.88953
C 1.74044 3.97924 0.98640
H -0.87299 5.66205 -0.07029
H -1.12197 3.08625 0.29347
H 2.73148 3.70767 1.30953
C 0.87563 -0.92037 0.96781
Ge 0.80569 -1.56534 -0.89119
C 2.11564 -0.54641 -1.96594
C 2.01093 0.84634 -2.04282
C 2.93982 1.60015 -2.74802
C 4.00112 0.97603 -3.39095
C 4.12591 -0.40390 -3.32300
C 3.18984 -1.15391 -2.61724
C 1.40640 -3.45270 -0.92963
C 1.28879 -4.24626 -2.07357
C 1.72016 -5.56739 -2.08250
C 2.27325 -6.12369 -0.93585
C 2.38959 -5.35325 0.21287
C 1.96081 -4.02973 0.21308
C -0.84455 -1.64912 -1.98023
C -1.07336 -0.81779 -3.07581
C -2.22574 -0.94144 -3.84609
C -3.17800 -1.89867 -3.52848
C -2.97567 -2.72602 -2.43072
C -1.82140 -2.59934 -1.66930
H 1.19981 1.34401 -1.51941
H 2.84096 2.67922 -2.78664
H 4.73104 1.56311 -3.93629
H 4.95574 -0.89803 -3.81550
H 3.30428 -2.23116 -2.56653
H 0.84391 -3.82753 -2.97107
H 1.62220 -6.16437 -2.98204
H 2.60774 -7.15462 -0.93776
H 2.81421 -5.78477 1.11219
H 2.04996 -3.42359 1.10840
H -0.33515 -0.06962 -3.34317
H -2.37906 -0.28664 -4.69649
H -4.07751 -1.99399 -4.12536
H -3.71720 -3.47290 -2.17058
H -1.67181 -3.26183 -0.82274
C -4.40303 0.71104 -1.24829
C -4.11438 1.44397 0.06891
C -4.96837 0.83009 1.18652
C -4.47965 2.92652 -0.08891
C -2.68013 1.30606 0.38985
C -1.50095 1.08244 0.65092
H -5.46316 0.79289 -1.51206
H -4.14061 -0.34391 -1.16367
H -3.80341 1.13055 -2.05692
H -6.03378 0.91019 0.94688
H -4.78255 1.34143 2.13306
H -4.71631 -0.22293 1.31656
H -5.54070 3.04013 -0.33250
H -3.89135 3.37824 -0.89019
H -4.27939 3.46967 0.83763
*
```

Output
HOMO-LUMO gap (spin up / spin down) = 4.30 / 4.74 eV
highest occupied orbital energy (spin up / spin down) = -2.24 / -2.67 eV

Here are the Löwdin charges for atoms 1 to 6, given in e: number 1, Ru, carries 0.76; number 2, O, carries -0.15; number 3, C, carries -0.24; number 4, C, carries -0.25; number 5, C, carries -0.04; number 6, C, carries -0.09

# 2
A gas-phase ion, C34H34N3S (charge +1), computed with ωB97M-V/def2-TZVPD.

Geometry as ORCA input:
```
! RIJCOSX wB97M-V def2-TZVPD def2/J DEFGRID3
* xyz 1 1
C 3.18408 0.19235 -2.74144
C 1.97905 1.18843 -2.73064
C 2.49781 2.35825 -3.57345
C 1.54705 1.69896 -1.30464
C 1.32587 3.20697 -1.26685
C 1.24357 3.72446 0.13927
N 0.39830 2.87950 0.94076
C 0.09955 3.28135 2.25097
C -0.81806 2.42120 2.85307
C -1.11098 2.59831 4.21581
C -0.50970 3.70357 4.88988
C 0.33764 4.60926 4.24608
C 0.66857 4.40071 2.89659
S -1.42642 1.28350 1.61163
C -0.07254 1.66266 0.47438
N 0.42342 1.03205 -0.59492
H 4.13879 0.77803 -2.61503
H 3.14566 -0.59372 -1.96435
H 3.24852 -0.33483 -3.72090
H 1.09324 0.72956 -3.20314
H 3.47970 2.65471 -3.17008
H 2.69398 2.03791 -4.59491
H 1.85311 3.24625 -3.61809
H 2.44795 1.53867 -0.67603
H 2.13981 3.71201 -1.80633
H 0.38385 3.44900 -1.79085
H 2.25429 3.69294 0.57159
H 0.85132 4.75519 0.14421
H -1.78548 1.91396 4.73990
H -0.73261 3.90021 5.93301
H 0.76206 5.48291 4.76078
H 1.32581 5.07683 2.36891
C -1.60410 -2.73625 5.08412
N -1.73115 -3.40597 3.78832
C -2.80791 -4.41172 3.66870
C -1.31831 -2.76022 2.63743
C -0.21081 -1.87570 2.63598
C 0.14446 -1.18106 1.48030
C -0.73367 -1.14590 0.36600
C -0.21696 -0.60333 -0.90281
C -1.22295 -0.31950 -1.97336
C -0.75718 -0.86452 -3.21641
C -1.55277 -0.83741 -4.36818
C -2.88859 -0.43061 -4.23754
C -3.36089 0.05585 -3.00402
C -2.53399 0.11709 -1.86196
C 0.47862 -1.60998 -2.97932
C 0.79157 -1.48735 -1.56762
C 1.73095 -2.36193 -1.03057
C 2.51478 -3.14416 -1.90056
C 2.27004 -3.19818 -3.28819
C 1.20754 -2.44243 -3.83183
C -1.91528 -1.96331 0.42420
C -2.11557 -2.86684 1.48179
H -0.84992 -1.92582 5.08512
H -2.57589 -2.29343 5.41469
H -1.32818 -3.45338 5.87090
H -2.56864 -5.07460 2.82061
H -2.82948 -5.06087 4.57302
H -3.81497 -3.93703 3.45739
H 0.36698 -1.72218 3.55117
H 1.09704 -0.64748 1.44242
H -1.13710 -1.13056 -5.31772
H -3.54804 -0.41945 -5.09532
H -4.39921 0.38138 -2.90748
H -2.88768 0.49751 -0.89539
H 1.79847 -2.46675 0.04967
H 3.28824 -3.78534 -1.48378
H 2.88209 -3.81327 -3.94379
H 0.94316 -2.49850 -4.88997
H -2.69842 -1.92765 -0.33185
H -2.97350 -3.53032 1.53066
*
```

Output
HOMO-LUMO gap = 7.33 eV
highest occupied orbital energy = -10.16 eV

Here are the Löwdin charges for atoms 1 to 6, given in e: number 1, C, carries -0.06; number 2, C, carries -0.32; number 3, C, carries -0.09; number 4, C, carries -0.21; number 5, C, carries -0.14; number 6, C, carries -0.14

# 3
A molecular structure, C34H34N4O2PRhS4Se, computed with ωB97M-V/def2-TZVPD.

Geometry as ORCA input:
```
! RIJCOSX wB97M-V def2-TZVPD def2/J DEFGRID3
* xyz 2 1
Rh 0.57285 0.81281 0.03635
S -4.07711 -2.34807 -0.53307
C -5.23218 -3.52745 -0.95451
C -4.74775 -4.40364 -1.87464
C -3.40863 -4.10770 -2.24570
C -2.90424 -3.01588 -1.60038
C -1.56236 -2.42846 -1.72924
C -1.21586 -1.29600 -0.97142
N -0.03735 -0.71420 -1.07125
C 0.89606 -1.20607 -1.90589
C 0.67357 -2.34183 -2.66873
C 1.76111 -2.82258 -3.49372
C 2.94274 -2.16503 -3.53499
C 3.14911 -0.95590 -2.76592
C 4.32589 -0.19116 -2.77115
C 4.43083 0.94985 -1.99271
C 3.31042 1.29696 -1.20290
N 2.20124 0.58850 -1.20137
C 2.11466 -0.51527 -1.96320
C 5.63993 1.78094 -1.96936
C 6.82053 1.55474 -2.61848
C 7.79269 2.55986 -2.37253
C 7.32710 3.52983 -1.54275
S 5.72358 3.23421 -1.05501
C -0.58997 -2.94578 -2.57371
H -6.20783 -3.51658 -0.49287
H -5.31844 -5.23199 -2.26894
H -2.85609 -4.69539 -2.96729
H -1.91320 -0.86106 -0.26535
H 1.60896 -3.72759 -4.06842
H 3.75893 -2.53418 -4.14312
H 5.15001 -0.50665 -3.39850
H 3.33148 2.17172 -0.56405
H 7.00512 0.69807 -3.25293
H 8.78889 2.56002 -2.79007
H 7.84560 4.40955 -1.19307
H -0.79124 -3.82928 -3.16749
C -1.78546 0.79265 -3.85804
N -2.54612 1.13772 -2.66059
C -2.11506 1.84661 -1.61024
Se -0.39735 2.61005 -1.39785
N -3.13704 1.97757 -0.75600
C -4.26505 1.31399 -1.24315
C -5.54300 1.13231 -0.72666
C -6.42394 0.41721 -1.51239
C -6.04462 -0.10499 -2.76213
C -4.76940 0.06276 -3.26017
C -3.88705 0.78714 -2.46624
H -0.77046 1.15934 -3.74833
H -2.24550 1.25482 -4.72900
H -1.77960 -0.29001 -3.98409
H -3.06878 2.48291 0.11340
H -5.83186 1.53369 0.23611
H -7.43580 0.26205 -1.16233
H -6.77234 -0.65282 -3.34521
H -4.47838 -0.34047 -4.22180
C -1.53016 -0.48927 5.61822
C -0.74859 -0.73471 4.35193
C -0.07070 -2.08495 4.30895
O 0.29264 0.31732 4.30031
P 0.76901 1.09040 3.03453
S -0.75012 1.63900 1.82923
S 1.95508 0.02663 1.82437
O 1.48683 2.35211 3.56174
C 2.18190 2.62143 4.85906
C 3.08092 1.47197 5.25309
C 1.15654 2.99575 5.90076
H -2.31231 -1.24305 5.71421
H -1.99669 0.49580 5.60752
H -0.87373 -0.55921 6.48708
H -1.39313 -0.60081 3.48219
H 0.60553 -2.19419 5.15837
H 0.50368 -2.21003 3.39072
H -0.82223 -2.87356 4.36154
H 2.78596 3.48755 4.60340
H 2.50234 0.60737 5.58017
H 3.71191 1.79056 6.08343
H 3.72877 1.17572 4.42618
H 0.53778 2.13732 6.16478
H 0.51484 3.80013 5.54234
H 1.67174 3.33890 6.79895
*
```

Output
HOMO-LUMO gap = 6.17 eV
highest occupied orbital energy = -12.83 eV

Here are the Löwdin charges for atoms 1 to 6, given in e: number 1, Rh, carries 0.46; number 2, S, carries 1.07; number 3, C, carries -0.37; number 4, C, carries -0.15; number 5, C, carries -0.10; number 6, C, carries -0.48

no.,F_max (eV/A),electronic energy (hartree)
1,0.902,-4024.856428
2,2.250,-1878.203636
3,1.360,-6131.338601